34
Properties=species:S:1:pos:R:3 method="wB97M-V/def2-TZVPD" total_energy_ha=-5209.3603 total_charge=-2 spin_multiplicity=2 e_lumo_ev="3.79 / 3.79" homo_ev="-0.58 / -0.75"
Hg -4.53 -15.60 3.55
S -6.38 -17.68 6.74
Sb -4.53 -16.45 6.29
S -5.38 -14.35 5.95
S -3.33 -17.68 4.76
S -2.92 -15.91 7.83
O -9.32 -16.54 2.16
C -8.17 -15.90 2.43
O -7.21 -16.08 1.71
C -8.21 -14.94 3.60
N -9.65 -14.82 4.03
C -10.09 -13.54 3.50
C -8.88 -12.60 3.59
C -7.72 -13.53 3.22
H -7.61 -15.37 4.37
H -9.63 -14.78 5.05
H -9.95 -16.18 2.85
H -11.00 -13.18 3.98
H -10.33 -13.67 2.43
H -8.73 -12.22 4.58
H -9.00 -11.77 2.89
H -6.79 -13.33 3.76
H -7.48 -13.47 2.13
Br -0.64 -9.81 5.38
C -1.74 -11.32 4.99
C -1.37 -12.58 5.42
C -2.03 -13.63 4.78
N -2.89 -13.50 3.77
C -3.29 -12.26 3.50
C -2.76 -11.12 4.09
H -0.62 -12.80 6.16
H -1.82 -14.65 5.12
H -4.11 -12.14 2.80
H -3.11 -10.14 3.80

---

31
Properties=species:S:1:pos:R:3 method="wB97M-V/def2-TZVPD" total_energy_ha=-596.0892 total_charge=+1 spin_multiplicity=1 e_lumo_ev=-2.54 relative_energy_kj_mol=48.08 homo_ev=-13.32
C -1.50 -1.01 0.96
C -0.78 -1.48 2.21
C 0.68 -0.96 2.25
C 2.11 -1.10 -1.43
O 2.31 0.29 -1.64
C 1.45 -1.40 -0.10
C 1.28 -0.56 0.91
N -1.41 0.46 0.80
H -2.51 -1.37 0.84
H -0.92 -1.42 0.15
H -1.22 -1.14 3.14
H -0.91 -2.57 2.20
H 1.28 -1.67 2.82
H 0.73 -0.07 2.88
H 1.50 -1.44 -2.26
H 3.05 -1.64 -1.42
H 2.82 0.72 -0.95
H 1.12 -2.43 -0.02
H 1.69 0.44 0.90
H -0.43 0.73 0.87
H -1.89 0.98 1.53
H -1.80 0.75 -0.13
H -3.08 0.53 -2.20
H -1.62 1.05 -2.32
O -2.25 0.62 -1.72
H 0.51 1.31 -3.48
H 1.10 1.23 -2.10
O 0.30 1.54 -2.56
H -0.42 2.72 -0.63
H -0.70 3.91 0.23
O -0.50 2.97 0.30